A 3-piece molecular cluster, C49H59N3O7PS2 overall at a distorted geometry, computed with ωB97M-V/def2-TZVPD.

```
121
Properties=species:S:1:pos:R:3:forces:R:3
H 1.233 1.167 9.076 0.02 -0.01 -0.04
H 1.440 -2.542 -3.082 -0.26 0.48 0.43
H 13.408 -3.422 2.649 -0.12 0.05 0.12
H 13.309 -5.114 0.858 -0.03 0.01 0.03
H -2.037 1.112 0.082 0.52 0.53 -0.09
O -4.528 -1.321 -3.114 2.17 -0.02 1.25
H -7.975 4.336 -0.023 0.62 0.25 -0.42
H 5.235 -1.066 2.493 -0.07 0.01 0.14
C -7.867 1.503 -4.716 -1.33 -0.68 -0.45
C 12.407 -4.841 1.392 -0.09 0.06 0.10
N -4.296 0.450 -1.180 1.29 -0.74 -0.72
H -6.335 3.687 -0.425 -0.82 0.17 -0.23
C 0.978 -2.020 -2.219 -0.81 -0.07 0.33
H -4.456 1.069 -6.655 -0.26 0.26 0.54
C -1.221 1.825 -0.152 0.85 -0.32 -0.44
H 1.688 -1.969 -1.369 -0.26 0.10 -0.65
C -4.964 1.239 -5.682 -0.33 0.76 0.81
C 4.253 -0.628 2.364 0.02 -0.04 -0.20
C -8.431 3.882 -3.161 -0.20 -0.39 -0.45
H -3.536 2.506 -4.587 -0.16 -0.66 0.08
O 0.420 1.411 4.314 0.16 -0.06 0.06
C 2.266 0.372 3.300 0.12 -0.09 -0.20
C 1.492 0.857 4.467 -0.65 0.31 -0.18
C 1.806 0.845 8.215 0.04 -0.02 -0.13
H -3.104 -0.524 -5.025 0.08 0.61 0.48
C 11.195 -5.446 1.070 -0.04 0.09 0.10
C 12.463 -3.888 2.400 0.07 -0.14 -0.16
C 1.533 0.045 -3.536 -0.55 -0.42 1.18
C 1.313 1.065 6.937 0.02 -0.01 0.20
H 9.042 0.037 7.233 0.01 -0.03 -0.03
H 6.774 -2.656 4.797 0.12 -0.04 -0.06
H -10.069 0.314 -3.493 0.56 -0.75 0.00
C -9.371 -0.469 -3.111 -0.82 0.65 0.78
H 4.722 -0.692 7.432 -0.04 0.01 -0.14
H -0.692 -0.786 -4.489 -0.14 -0.06 0.84
H -9.385 3.466 -3.569 0.68 0.20 0.47
C 4.086 -0.399 4.830 0.54 -0.26 -0.04
S -9.161 1.653 -5.752 1.19 0.09 0.96
H -8.888 2.650 -1.422 0.67 0.43 0.00
H -0.493 1.866 0.686 -0.63 -0.02 -0.46
C 11.304 -3.530 3.084 0.00 -0.17 -0.22
O -2.782 -1.752 -1.078 -1.08 0.99 -1.70
C 3.524 -0.208 3.473 -0.06 0.03 -0.17
H -5.588 0.342 -5.454 0.59 0.45 -0.26
S -7.699 -0.019 -3.721 0.20 0.80 -0.04
C -0.935 -0.867 -3.398 -0.20 0.51 -0.38
C -7.383 3.833 -4.326 -0.60 0.69 0.39
C 2.045 0.647 5.828 0.09 -0.03 0.25
C 3.030 0.207 8.391 0.02 0.00 -0.13
H 2.027 0.159 -0.072 0.16 0.02 0.17
H 3.409 0.027 9.390 -0.01 0.01 -0.04
H -3.907 1.378 -1.346 -0.30 -0.04 0.32
H -1.602 2.856 -0.327 0.05 -0.77 0.25
C 10.174 -1.140 5.846 -0.09 0.12 0.11
C -3.945 1.473 -4.496 -0.42 -0.52 -1.04
C 3.282 0.025 6.003 -0.11 0.03 0.20
H 11.154 -6.194 0.288 0.00 0.03 0.03
H 11.124 -0.714 6.144 0.03 -0.10 -0.13
H 0.123 -2.648 -1.869 0.79 0.42 -0.13
H -2.272 2.284 -2.381 0.45 -0.77 -0.14
H 1.918 -0.784 -4.164 -0.37 0.84 -0.01
H 0.358 1.557 6.803 0.06 -0.05 -0.16
C -2.116 0.151 -3.126 0.28 -0.27 -1.44
H -0.979 1.943 -3.540 -0.50 -0.49 0.50
H -6.569 4.553 -4.062 -0.22 -0.87 -0.34
C 0.575 2.633 -1.726 0.10 -1.16 -0.51
H 1.491 2.435 -1.127 -0.62 0.46 -0.16
H -8.546 0.082 -1.125 -0.57 -0.39 -0.11
H -1.278 -1.921 -3.264 0.32 0.83 0.07
H -9.713 -1.475 -3.432 0.44 0.72 -0.31
H -4.555 1.440 -3.569 0.56 -0.12 -0.43
H -10.398 -2.407 -1.522 0.77 0.07 0.44
H 1.169 0.915 -4.116 0.44 -0.51 0.21
H -5.249 3.385 -5.553 -0.66 -0.49 -0.38
C -9.433 -0.456 -1.523 -0.09 -0.58 -0.17
C -5.910 2.498 -5.716 0.98 -0.48 0.01
C -7.985 3.133 -1.858 0.57 0.38 -0.08
C 0.401 -0.592 -2.620 1.83 -2.19 -0.74
C 8.900 -2.666 4.477 -0.01 0.19 0.19
N -6.820 2.477 -4.546 -0.36 -0.22 -0.27
H -8.627 -2.488 -1.013 -0.71 0.25 0.03
H -7.847 4.178 -5.286 0.19 -0.03 0.76
H -7.256 2.316 -2.066 -0.69 0.53 -0.17
O 12.448 -2.037 4.492 -0.12 -0.09 -0.07
H -6.471 2.604 -6.675 0.29 -0.04 0.58
C 1.731 0.502 2.021 0.13 -0.04 -0.14
C -1.509 1.513 -2.649 0.53 -0.31 -0.21
H 2.362 0.312 -2.836 -0.53 0.14 -0.71
C 9.002 -0.719 6.458 0.00 -0.15 -0.13
H -1.974 0.849 -5.195 -0.47 -0.32 0.42
C 3.717 -0.489 1.091 -0.08 0.07 0.15
C 7.777 -1.258 6.074 0.35 -0.10 0.03
H 4.285 -0.820 0.230 -0.01 0.00 0.04
C -9.578 -1.917 -0.943 -0.29 0.90 -0.23
C 2.452 0.068 0.918 0.28 0.00 0.22
H 6.866 -0.918 6.543 0.03 -0.03 -0.07
P -3.451 -0.569 -2.045 -1.42 0.52 0.96
H 9.096 -5.557 1.489 -0.03 0.12 0.12
C 10.087 -4.122 2.748 0.22 -0.08 -0.12
O 5.187 -0.901 4.979 -0.52 0.17 -0.02
O -0.166 -0.583 -0.370 0.45 0.42 -0.29
C 3.769 -0.198 7.289 -0.09 0.06 0.18
H -9.928 -1.864 0.112 0.47 -0.14 -0.64
H 0.100 3.607 -1.488 0.42 -0.66 -0.06
C 7.725 -2.235 5.089 0.08 0.05 0.16
H -10.348 0.094 -1.201 0.67 -0.19 -0.34
C 10.037 -5.088 1.745 0.14 -0.08 -0.14
H -5.331 -1.476 -2.595 -0.15 0.19 -0.07
N 0.255 0.149 -1.353 -2.23 -0.39 -0.40
C -7.270 4.123 -0.853 -0.13 -0.48 -0.12
C 8.836 -3.723 3.439 -0.66 -0.25 -0.10
C -2.782 0.430 -4.549 -0.13 0.41 0.51
C 10.126 -2.107 4.846 -0.15 0.05 0.07
H 0.886 2.638 -2.798 -0.15 0.16 0.80
O 7.777 -4.250 3.154 0.16 0.06 -0.01
C 11.379 -2.521 4.169 0.55 0.33 0.26
H -2.647 -2.562 -1.590 0.07 -0.09 0.15
H -6.954 5.062 -1.369 -0.44 -0.60 0.43
H -8.660 4.947 -2.910 0.28 -0.72 -0.28
C -0.448 1.440 -1.485 -0.90 2.77 0.82
H 0.752 0.937 1.887 0.00 -0.06 0.17
```
Forces are in eV/Å.

Summary:
- M (Da) = 897.133
- multiplicity = 2
- charge = 0
- E (Ha) = -3731.1914
- expectation value of S² = 0.75
- frontier orbital gap (spin up / spin down) (eV) = 7.56 / 7.55

C15H14Cl5NO4S2SiTi as an isolated structure, computed with ωB97M-V/def2-TZVPD.

```
43
Properties=species:S:1:pos:R:3:forces:R:3
C -0.591 -3.730 -1.552 -0.26 0.06 -0.19
C -2.216 1.716 3.715 -0.01 0.01 0.02
O -1.912 -0.018 0.526 0.04 0.04 -0.02
Cl -3.390 2.295 4.840 0.00 0.00 0.01
H -1.438 -1.762 3.074 0.01 0.01 -0.02
Si 0.197 -2.813 1.509 0.04 -0.05 -0.09
S 1.412 3.505 -0.394 -0.06 -0.11 -0.11
H -1.143 -5.196 -2.999 0.00 0.00 -0.01
H 1.685 -2.694 3.442 0.01 0.01 0.01
C 1.626 -2.136 2.502 -0.02 -0.01 -0.01
O -0.450 1.472 -1.150 0.16 -0.27 -0.07
H 1.371 -4.822 0.551 -0.01 0.02 -0.02
H -0.710 -3.723 -4.947 0.00 0.01 0.00
H 0.940 -4.997 2.256 0.03 -0.01 -0.02
H 1.537 -1.077 2.744 -0.01 0.00 -0.01
C 0.583 -4.643 1.284 0.01 0.03 0.06
N 0.093 -1.927 -0.017 0.20 0.24 -0.13
C -1.407 -2.669 2.467 0.02 -0.05 -0.01
C 0.091 1.422 3.070 0.04 -0.01 -0.01
H -0.282 -5.253 1.020 -0.01 0.00 0.01
H -0.831 -4.386 -0.732 0.03 0.03 0.04
Cl -0.358 2.697 5.434 0.01 0.01 0.03
C -0.108 -2.067 -3.712 -0.02 0.00 0.02
H 2.564 -2.271 1.960 0.00 -0.01 0.00
H 0.507 -0.602 -2.332 0.10 -0.05 0.09
Cl 2.262 0.453 0.066 0.08 0.07 -0.03
H -2.264 -2.641 1.792 0.00 -0.02 0.00
Cl -4.315 0.843 2.190 -0.02 0.00 0.00
C -1.678 0.608 1.668 0.00 -0.03 0.03
Ti 0.031 -0.003 0.047 -0.65 0.04 0.47
O -0.516 3.561 -2.365 -0.01 0.01 0.04
C -0.316 0.763 1.933 -0.01 -0.02 0.00
C -0.551 -3.361 -3.940 0.00 0.01 -0.02
C -0.852 1.897 3.984 -0.05 -0.02 -0.04
S 0.359 2.532 -1.879 0.20 0.17 -0.08
C -0.788 -4.183 -2.848 -0.01 -0.02 0.05
O 1.265 1.912 -2.803 -0.07 0.00 0.00
C -2.649 1.081 2.557 0.05 -0.01 -0.02
C -0.138 -2.428 -1.307 0.20 -0.07 0.15
Cl 1.780 1.657 3.389 0.00 0.00 0.00
H -1.516 -3.527 3.137 -0.02 0.02 0.02
C 0.112 -1.611 -2.423 0.00 -0.01 -0.09
H 0.092 -1.397 -4.538 0.00 -0.01 -0.01
```
Forces are in eV/Å.

Summary:
- M (Da) = 589.632
- multiplicity = 2
- charge = -1
- E (Ha) = -5172.2662
- expectation value of S² = 0.75
- frontier orbital gap (spin up / spin down) (eV) = 7.68 / 5.94
- ΔE to the lowest compared entry with this formula, charge and spin (eV) = 0.7934

C41H32FMnN4O8P as an isolated structure, computed with ωB97M-V/def2-TZVPD.

```
88
Properties=species:S:1:pos:R:3:forces:R:3
O -1.111 1.416 0.430 -0.04 0.22 0.03
H -2.614 1.044 -1.288 -0.03 0.01 0.01
O -1.187 5.046 -2.305 -0.08 -0.01 0.11
C -1.786 -5.043 -2.156 0.02 0.03 -0.01
C 2.256 4.528 -2.966 -0.04 -0.02 -0.06
H -3.781 -5.807 -1.756 0.00 0.01 0.00
O -5.700 4.740 -2.671 -0.06 0.02 -0.01
C 3.257 -0.306 4.080 -0.13 0.00 -0.05
P -0.032 0.536 -2.297 -0.04 -0.13 0.13
H -1.546 -5.827 -2.869 0.00 0.00 0.00
C -1.062 3.759 0.163 0.04 -0.02 0.11
C -0.851 -4.081 -1.886 0.04 0.00 -0.08
C 1.750 2.631 -1.531 0.07 -0.12 0.00
C -1.098 -3.002 -0.963 -0.01 -0.04 0.14
H 5.327 -0.527 4.601 -0.03 0.00 -0.02
H 0.122 -4.090 -2.366 -0.03 0.00 0.02
C -4.670 3.915 -0.690 -0.10 -0.10 0.27
C 1.976 -2.205 -5.447 0.02 -0.01 -0.02
C 2.228 -0.554 3.158 0.20 -0.09 -0.09
H -3.479 3.227 0.936 -0.06 0.02 -0.02
C 3.832 -1.803 1.824 0.02 0.00 0.00
N -3.438 4.835 -2.450 0.03 -0.03 0.11
C 0.697 -2.468 -4.970 -0.04 -0.03 0.05
H -1.596 0.755 3.858 -0.01 0.01 -0.02
C -4.152 1.440 -4.291 -0.03 -0.01 0.02
N -2.308 4.015 -0.589 0.08 0.01 0.06
H -4.264 -4.037 -0.091 0.02 0.01 -0.01
O 1.626 -1.609 1.084 -0.19 -0.10 0.14
O 2.786 2.684 0.590 -0.08 -0.01 -0.02
C 0.767 -0.467 -3.605 0.08 -0.15 -0.09
N -1.996 -1.150 1.154 0.25 -0.01 0.19
H 2.444 -2.877 -6.158 -0.01 0.00 0.00
H 5.820 -1.884 2.563 0.00 0.01 0.01
H -0.971 0.749 -5.216 0.00 -0.02 -0.03
H -3.168 1.247 -6.190 0.00 0.00 0.02
H -1.563 -1.023 4.025 0.01 0.01 0.04
C -3.308 -4.053 -0.610 0.04 0.06 0.03
C 2.654 -1.086 -4.992 0.00 0.04 0.02
C -4.707 4.516 -2.002 -0.04 0.01 -0.17
C -1.808 0.952 -4.560 -0.04 -0.01 0.10
H -3.446 -0.736 2.643 0.00 -0.03 0.03
C -1.624 0.917 -3.174 -0.11 0.01 -0.10
O -0.232 -2.114 -0.757 0.02 0.13 -0.25
H -0.878 -1.855 -3.663 0.00 0.00 0.02
C 0.883 -0.203 3.515 -0.01 -0.07 0.05
H 2.593 0.651 -3.737 0.01 -0.02 0.00
C -3.996 1.373 -2.915 0.05 -0.02 0.06
H 0.163 -3.355 -5.291 0.01 0.01 -0.02
H 0.106 2.436 -4.488 0.01 0.04 -0.01
H -3.366 5.240 -3.371 -0.04 0.00 -0.03
H 3.007 0.261 4.974 0.02 -0.01 -0.02
H 3.044 4.207 -0.985 0.00 0.01 -0.01
H -3.712 -2.257 1.175 0.01 0.02 0.00
C 4.543 -0.751 3.887 0.10 0.00 0.05
C 4.813 -1.515 2.735 -0.08 0.00 -0.02
H 3.658 -0.877 -5.344 -0.01 0.00 0.01
H -2.716 0.669 1.831 -0.06 -0.08 0.02
C -2.720 -2.104 0.722 -0.17 0.06 0.12
N -0.123 -0.260 2.731 0.02 0.30 0.09
C 2.054 -0.223 -4.080 -0.03 -0.01 -0.02
C 0.106 -1.618 -4.050 0.09 0.08 -0.01
F -5.849 3.566 -0.131 0.04 0.03 -0.07
H -5.125 1.646 -4.720 0.02 0.00 0.02
C 1.423 4.012 -3.951 0.05 0.02 0.01
H 4.041 -2.388 0.936 -0.01 0.02 0.02
C -3.519 3.685 -0.046 0.00 0.03 -0.12
C 2.047 2.008 -0.138 0.01 0.00 0.31
O 1.536 0.894 0.151 0.19 0.06 -0.40
C -2.516 -0.324 2.229 -0.06 0.08 0.00
C -3.054 1.219 -5.111 0.05 0.00 -0.06
C 0.759 2.824 -3.719 0.06 0.00 0.10
C 2.410 3.840 -1.779 0.01 -0.04 0.00
H 0.717 0.045 4.572 -0.02 -0.01 0.02
C -1.459 -0.187 3.323 0.02 -0.11 0.00
H -0.275 3.589 -0.562 -0.02 0.06 -0.03
Mn 0.015 -0.398 0.720 -0.34 -0.18 -0.26
C 0.898 2.115 -2.519 0.02 0.19 -0.03
C -2.220 4.650 -1.807 0.11 0.05 -0.11
H -0.823 4.629 0.774 -0.02 0.00 0.02
H 2.773 5.469 -3.119 0.00 0.00 -0.01
H 1.280 4.540 -4.888 -0.01 -0.01 0.02
C 2.488 -1.319 1.964 0.11 0.07 0.09
C -2.378 -3.049 -0.302 0.05 -0.16 -0.19
C -2.745 1.114 -2.363 0.08 -0.02 -0.01
H -4.852 1.508 -2.264 0.00 0.01 -0.02
C -1.258 2.507 1.048 -0.14 -0.01 -0.28
C -3.048 -5.043 -1.531 -0.02 -0.04 -0.01
O -1.650 2.694 2.210 0.14 0.03 0.09
```
Forces are in eV/Å.

Summary:
- M (Da) = 813.637
- multiplicity = 2
- charge = -2
- E (Ha) = -3994.9294
- expectation value of S² = 1.14
- frontier orbital gap (spin up / spin down) (eV) = 6.18 / 5.82
- ΔE to the lowest compared entry with this formula, charge and spin (eV) = 1.1194

Q: The highest M belongs to which entry?
A: C49H59N3O7PS2